No. 1
Formula: C19H20BaClIN2
Source: OMol25
Level of theory: wB97M-V/def2-TZVPD

Positions of all 44 atoms, in Å:
1 Ba -0.0877 -0.2354 0.0539
2 I -0.6732 -1.6433 -2.8019
3 Cl 3.2653 -0.0555 3.5236
4 N -0.8198 2.1882 -0.9999
5 N 1.7529 1.3008 -1.2987
6 C 0.1665 -1.6377 5.4737
7 C 0.7548 1.4963 2.6541
8 C -0.6658 0.2893 4.2598
9 C -2.0969 2.5758 -0.8190
10 C -2.2855 -1.8239 1.6085
11 C 1.6965 -0.3112 4.1332
12 C 1.4682 -1.3511 5.0245
13 C -0.0104 2.8885 -1.8374
14 C -0.8914 -0.8009 5.0916
15 C -1.7988 4.4607 -2.2842
16 C -2.6234 3.7217 -1.4303
17 C 2.2476 2.9344 -2.9887
18 C 3.8919 1.2716 -2.4019
19 C -0.4846 4.0427 -2.4827
20 C 0.6244 0.5386 3.6624
21 C 3.5195 2.3840 -3.1628
22 C 2.9634 0.7460 -1.4937
23 C 1.3706 2.3691 -2.0434
24 C 1.1409 -2.7429 1.3297
25 H -2.1578 5.3614 -2.7816
26 H 0.8403 -3.3270 0.4480
27 H -2.9484 -1.0716 1.1537
28 H 1.6641 1.6166 2.0689
29 H -2.7042 1.9405 -0.1640
30 H 0.1968 4.5984 -3.1231
31 H -1.4944 0.9520 3.9891
32 H -2.3420 -2.8356 1.1953
33 H -2.1108 -1.7202 2.6854
34 H 2.1945 -2.4354 1.3654
35 H -0.0188 -2.5083 6.1009
36 H 1.9229 3.8003 -3.5549
37 H -0.0292 2.2380 2.5310
38 H -1.8969 -0.9904 5.4763
39 H 4.2042 2.8377 -3.8739
40 H 3.1817 -0.1478 -0.8990
41 H 0.6863 -3.0051 2.2895
42 H 2.3032 -1.9515 5.3751
43 H 4.8731 0.8130 -2.4996
44 H -3.6548 4.0140 -1.2368

The electronic energy comes out at -44321.6814 eV. The calculation puts the frontier orbital gap (spin up / spin down) at 0.1978 / 0.1557 Ha. The energy relative to the best compared isomer or geometry (same formula, charge and spin) comes out at 125.1 kJ/mol. The HOMO energy (spin up / spin down) is -6.8742 / -5.2143 eV.

***

No. 2
Formula: C19H20Br2N3OPdS2Se
Source: OMol25
Level of theory: wB97M-V/def2-TZVPD

Positions of all 49 atoms, in Å:
1 Pd -0.0900 -0.0106 -0.4841
2 Br 4.6240 -0.3540 5.4716
3 Br 5.0430 -0.1967 -0.1389
4 Se 0.0828 -2.6038 -0.3290
5 S 0.0476 2.2207 -0.8435
6 S -2.3201 0.1540 -0.8367
7 O 2.0129 0.0267 0.0361
8 N 1.0732 -1.7932 -2.9268
9 N 0.4078 0.0758 2.2688
10 N -1.0342 -2.2757 -2.9421
11 C -0.3788 0.1286 3.3137
12 C -2.3132 -2.8123 -2.5363
13 C -0.6815 -1.9581 -4.2340
14 C 1.4810 -0.0758 4.8079
15 C 0.6322 -1.6579 -4.2229
16 C 0.1324 0.0502 4.6257
17 C 2.4465 -1.6464 -2.4824
18 C 2.5260 -0.0584 1.1916
19 C -1.7854 4.2059 -1.2887
20 C -1.5968 2.7277 -1.0842
21 C 3.7524 -0.2328 3.7763
22 C -4.0543 2.2160 -1.3017
23 C 3.9129 -0.1714 1.3928
24 C 1.7385 -0.0359 2.4117
25 C 0.0419 -2.1460 -2.1295
26 C 4.5169 -0.2555 2.6441
27 C 2.3461 -0.1190 3.6951
28 C -1.8437 0.2944 3.0224
29 C -2.6081 1.8490 -1.0812
30 H -4.2303 2.5845 -2.3171
31 H 2.4957 -0.9359 -1.6566
32 H -2.8200 4.4521 -1.5286
33 H 1.9006 -0.1421 5.8027
34 H -0.5412 0.0888 5.4728
35 H -1.4041 -1.9206 -5.0283
36 H -2.0311 1.3064 2.6589
37 H -2.2417 -3.8944 -2.4128
38 H -4.3870 2.9886 -0.6040
39 H 5.5929 -0.3404 2.7077
40 H 2.8288 -2.6096 -2.1445
41 H -4.6861 1.3397 -1.1520
42 H 1.2795 -1.3044 -5.0044
43 H -2.6164 -2.3623 -1.5969
44 H -2.1339 -0.3804 2.2172
45 H -3.0475 -2.5675 -3.3004
46 H 3.0410 -1.2856 -3.3186
47 H -2.4607 0.1159 3.9040
48 H -1.5004 4.7613 -0.3903
49 H -1.1502 4.5604 -2.1048

As for the charge: -1. The electronic energy comes out at -257130.9669 eV. The calculation puts the frontier orbital gap at 0.2183 Ha. The energy relative to the best compared isomer or geometry (same formula, charge and spin) comes out at 0.0 kJ/mol. The HOMO energy is -3.3523 eV.

***

no.,largest force on an atom (hartree/bohr)
1,0.0284
2,0.0158